[1]
One molecule with the formula C6H4O. Source: the OMol25 dataset; level of theory: the ωB97M-V functional and the def2-TZVPD basis.

CARTESIAN COORDINATES (ANGSTROEM)
C  0.921  0.203  0.561
C  1.712  -0.948  -0.388
C  1.353  0.158  -0.974
C  0.294  1.025  -0.581
C  -0.574  0.190  0.316
C  -1.250  -1.082  -0.140
O  -1.216  -1.513  -1.262
H  1.427  0.709  1.373
H  0.306  2.108  -0.616
H  -1.164  0.750  1.044
H  -1.808  -1.599  0.668

Properties
- gap between HOMO and LUMO (Ha) = 0.3581
- energy relative to the best compared isomer or geometry (same formula, charge and spin) (kJ/mol) = 484.9
- energy (eV) = -8327.4141
- E_HOMO (eV) = -9.388
- net charge = 0

***

[2]
C27H29F2N4O3PtSb as an isolated structure. Source: the OMol25 dataset; level of theory: the ωB97M-V functional and the def2-TZVPD basis.

CARTESIAN COORDINATES (ANGSTROEM)
Pt  0.077  0.225  -0.087
C  -1.192  -4.257  0.584
C  -0.857  -3.023  -0.207
O  -0.394  -2.059  0.386
C  -1.100  -3.010  -1.680
C  -1.782  -4.044  -2.257
C  -2.066  -4.075  -3.643
C  -1.657  -3.034  -4.492
C  -0.945  -1.990  -3.977
C  -0.600  -1.942  -2.562
O  0.144  -1.036  -2.167
H  -0.912  -4.094  1.620
H  -0.660  -5.128  0.192
H  -2.262  -4.473  0.535
H  -2.124  -4.869  -1.643
H  -2.608  -4.919  -4.053
H  -1.895  -3.073  -5.548
H  -0.581  -1.176  -4.592
F  0.735  5.100  -2.310
C  1.315  3.959  -1.922
C  0.514  2.916  -1.495
C  1.117  1.738  -1.090
C  2.506  1.586  -1.152
C  3.256  2.686  -1.557
F  4.596  2.610  -1.564
C  2.690  3.881  -1.942
C  3.079  0.264  -0.832
C  4.292  -0.213  -1.324
C  4.690  -1.501  -1.019
C  3.878  -2.304  -0.227
C  2.685  -1.778  0.212
N  2.300  -0.528  -0.077
H  -0.559  3.058  -1.491
H  3.305  4.718  -2.250
H  4.905  0.415  -1.949
H  5.628  -1.881  -1.403
H  4.164  -3.313  0.040
H  2.010  -2.358  0.832
C  1.024  -1.386  3.816
Sb  0.858  0.384  2.649
C  2.837  1.131  2.598
C  -0.024  1.753  4.003
H  1.477  -1.103  4.768
H  1.657  -2.109  3.302
H  0.032  -1.805  3.981
H  3.142  1.325  3.629
H  2.844  2.058  2.024
H  3.501  0.402  2.137
H  0.546  1.698  4.931
H  -1.066  1.500  4.190
H  0.053  2.747  3.566
C  -2.697  4.057  1.873
N  -3.010  2.788  1.187
C  -4.279  2.439  0.853
C  -4.553  1.285  0.213
C  -3.455  0.449  -0.127
N  -2.207  0.785  0.199
C  -1.968  1.944  0.867
O  -0.810  2.221  1.210
N  -3.654  -0.689  -0.800
H  -3.626  4.581  2.067
H  -2.052  4.667  1.248
H  -2.186  3.857  2.809
H  -5.053  3.139  1.134
H  -5.567  1.015  -0.044
H  -4.578  -0.963  -1.083
H  -2.874  -1.248  -1.090

Properties
- gap between HOMO and LUMO (alpha / beta) (Ha) = 0.2599 / 0.1912
- energy (eV) = -55775.1390
- 2S+1 = 5
- expectation value of S² = 6.051
- E_HOMO (alpha / beta) (eV) = -12.802 / -13.385
- net charge = +2

***

[3]
A 2-piece molecular cluster, C21H33FN2O7P2S overall in a non-equilibrium geometry. Source: the OMol25 dataset; level of theory: the ωB97M-V functional and the def2-TZVPD basis.

CARTESIAN COORDINATES (ANGSTROEM)
C  5.411  -2.479  -0.908
P  5.981  -1.239  0.328
O  6.636  -0.011  -0.486
N  4.329  -0.652  0.936
C  4.086  -0.887  2.230
O  5.038  -1.516  2.935
C  2.887  -0.501  2.837
S  2.705  -0.884  4.563
O  1.862  0.045  5.217
O  2.398  -2.273  4.627
F  4.119  -0.692  5.142
C  1.884  0.108  2.076
C  0.564  0.495  2.658
C  -0.332  -0.724  2.976
C  -0.413  -1.803  1.893
C  -1.321  -1.494  0.728
C  -2.654  -1.122  0.929
C  -3.480  -0.865  -0.159
C  -3.005  -0.969  -1.464
C  -1.682  -1.343  -1.675
C  -0.858  -1.603  -0.580
C  2.135  0.341  0.689
C  1.060  0.989  -0.142
C  1.153  2.543  -0.221
C  1.084  3.119  -1.641
O  0.025  4.071  -1.722
C  3.364  -0.032  0.157
P  3.877  0.204  -1.599
N  2.555  -0.377  -2.490
O  3.779  1.830  -1.689
H  5.993  -3.379  -0.740
H  5.496  -2.130  -1.931
H  4.374  -2.741  -0.700
H  6.341  0.002  -1.412
H  4.739  -2.408  3.165
H  0.051  1.192  2.013
H  0.736  1.038  3.582
H  -1.328  -0.373  3.224
H  0.058  -1.203  3.868
H  0.563  -2.083  1.491
H  -0.800  -2.696  2.384
H  -3.017  -1.036  1.942
H  -4.517  -0.588  -0.003
H  -3.654  -0.753  -2.297
H  -1.317  -1.436  -2.688
H  0.166  -1.906  -0.785
H  0.092  0.726  0.251
H  1.073  0.570  -1.139
H  2.051  2.865  0.303
H  0.304  2.950  0.319
H  0.891  2.315  -2.348
H  2.012  3.619  -1.896
H  0.406  4.933  -1.891
H  2.798  -0.554  -3.454
H  2.051  -1.153  -2.080
H  4.179  2.134  -2.510
C  -6.997  2.027  -2.265
C  -7.015  0.533  -1.878
C  -8.458  0.013  -2.047
O  -6.608  0.376  -0.596
H  -7.649  2.602  -1.603
H  -5.985  2.430  -2.188
H  -7.341  2.184  -3.298
H  -6.410  0.009  -2.666
H  -9.138  0.548  -1.381
H  -8.509  -1.052  -1.811
H  -8.820  0.145  -3.078

Properties
- gap between HOMO and LUMO (Ha) = 0.0531
- energy (eV) = -71750.8891
- E_HOMO (eV) = -4.314
- net charge = 0

***

[4]
C3H5NO2 as an isolated structure in a non-equilibrium geometry. Source: the OMol25 dataset; level of theory: the ωB97M-V functional and the def2-TZVPD basis.

CARTESIAN COORDINATES (ANGSTROEM)
O  -0.027  1.458  1.004
C  0.580  0.651  0.068
C  1.069  -0.841  0.266
O  0.031  -1.296  -0.698
C  -0.556  -0.097  -0.544
N  -1.722  0.336  -0.329
H  -1.053  1.289  0.662
H  1.276  1.148  -0.626
H  2.065  -1.125  -0.091
H  0.832  -1.265  1.244
H  -2.531  -0.261  -0.298

Properties
- gap between HOMO and LUMO (Ha) = 0.4095
- energy relative to the best compared isomer or geometry (same formula, charge and spin) (kJ/mol) = 277.1
- energy (eV) = -8774.8227
- E_HOMO (eV) = -10.207
- net charge = 0